[1]
81
Properties=species:S:1:pos:R:3:forces:R:3:mulliken_charge:R:1 method="wB97M-V/def2-TZVPD" e_lumo_ev="2.424 / 1.511" multiplicity=3 s2=2.010 gap_ev="7.348 / 6.432" charge=-1
C 1.228 2.819 -4.121 -0.366 1.029 -0.534 -2.215
C 0.107 2.100 -3.455 -3.804 1.907 -0.271 1.529
H 1.623 2.251 -4.981 -0.107 0.278 0.405 0.255
H 2.007 3.018 -3.381 0.002 -0.069 -0.320 0.526
H 0.896 3.805 -4.497 0.054 -0.281 0.022 0.459
C -1.013 1.638 -4.106 0.688 -0.151 0.817 0.436
C -1.383 2.189 -5.419 -0.155 -0.336 -1.295 -1.889
H -1.705 0.797 -3.804 0.977 1.699 0.667 0.053
H -0.713 1.859 -6.221 -0.038 0.112 -0.311 0.287
H -1.420 3.284 -5.438 0.030 -0.102 -0.010 0.326
H -2.388 1.813 -5.654 0.187 0.256 -0.242 0.432
Ni 1.922 0.558 2.517 -0.603 0.556 -0.374 -0.197
Cl 2.328 2.613 2.743 0.642 0.862 0.943 -0.467
C -1.267 -0.018 2.429 0.472 0.027 -0.006 0.070
O -0.903 -1.072 1.914 -0.818 0.526 0.519 -0.728
N -2.547 0.356 2.709 0.500 0.107 -0.130 0.856
C -3.606 -0.621 2.658 0.101 -0.275 -0.038 -1.263
C -2.904 1.639 3.282 0.052 0.039 0.079 -1.151
H -0.492 0.733 2.734 -0.953 -0.040 -0.201 0.468
H -3.176 -1.618 2.803 -0.149 0.214 0.012 0.289
H -4.109 -0.588 1.692 -0.182 -0.064 -0.116 0.235
H -4.335 -0.401 3.449 0.245 -0.148 -0.130 0.405
H -2.022 2.272 3.421 -0.073 -0.259 -0.011 0.270
H -3.402 1.488 4.253 0.322 0.006 -0.164 0.338
H -3.611 2.176 2.631 0.181 -0.156 -0.002 0.358
H 1.598 -3.517 5.591 -0.269 -0.019 -0.377 0.398
H 1.474 -0.870 6.771 0.774 0.042 -0.410 0.261
C 2.184 -3.078 4.782 -0.131 -0.444 0.214 -1.113
C 2.448 -1.192 6.337 0.458 0.271 1.015 -0.951
N 2.235 -1.640 4.988 1.024 0.267 -0.476 0.499
H 1.801 -3.298 3.776 0.093 -0.094 0.614 0.257
C 2.581 -0.943 3.930 -0.552 -0.735 -0.739 0.274
O 2.188 -1.340 2.759 1.779 1.186 1.497 -0.599
H 3.243 -0.423 6.364 -0.495 -0.205 0.061 0.356
H 3.246 0.018 4.065 -1.242 -1.316 0.123 0.216
H 3.227 -3.423 4.924 -0.442 -0.149 -0.307 0.402
H 2.789 -2.069 6.901 0.128 0.285 0.061 0.389
H 0.795 -1.887 -4.024 -0.254 -0.118 0.291 0.125
H -2.066 -1.050 -4.142 0.078 -0.321 0.426 0.204
C 0.211 -2.702 -3.570 0.018 0.420 0.196 -1.070
C -2.128 -1.958 -3.520 -0.119 -0.195 -0.129 -0.882
N -0.909 -2.216 -2.760 -0.619 -0.881 0.157 0.458
H 0.850 -3.326 -2.953 0.102 0.115 0.115 0.373
C -1.105 -2.806 -1.514 1.199 -0.752 0.668 0.384
O -0.202 -3.389 -0.901 -2.243 0.925 -1.039 -0.571
H -2.964 -1.878 -2.806 0.245 0.135 -0.500 0.333
H -2.193 -2.696 -1.128 1.629 -0.063 -0.330 0.084
H -0.195 -3.311 -4.373 -0.027 -0.176 -0.269 0.373
H -2.314 -2.809 -4.207 -0.097 0.301 0.270 0.363
O 0.962 0.800 -2.486 1.581 -2.504 4.327 -0.093
C 0.257 1.951 -1.941 -0.291 -0.119 -2.509 -1.299
C -1.672 0.542 -1.273 0.262 -0.231 -0.033 0.997
C -1.062 1.787 -1.234 -0.311 0.156 0.330 0.380
H -1.057 -0.263 -1.668 -0.297 0.139 0.228 0.122
C -2.982 0.341 -0.865 -0.174 0.368 0.194 -0.503
H 0.909 2.712 -1.490 -0.087 -0.421 -0.046 0.732
C -1.770 2.889 -0.700 -0.087 -0.366 -0.274 -0.883
H -3.407 -0.675 -0.872 0.107 0.633 0.009 0.076
C -3.729 1.448 -0.439 -0.083 0.058 0.165 -0.711
C -3.121 2.716 -0.339 -0.179 -0.183 0.009 -0.632
H -1.283 3.873 -0.603 -0.297 -0.542 -0.103 0.418
H -4.791 1.318 -0.153 0.767 0.151 -0.151 0.286
H -3.750 3.560 0.022 0.764 -0.620 -0.279 0.360
Si 2.396 0.069 -1.906 2.283 0.076 2.446 1.338
Cl 1.247 0.919 0.563 -0.875 -0.252 -1.564 0.192
C 2.485 -1.655 -1.012 -0.682 -0.700 -0.820 -0.839
C 3.961 0.535 -0.676 -0.169 0.831 -0.283 -1.402
C 3.260 0.467 -3.533 0.826 -0.854 -0.134 -1.285
H 1.561 -2.078 -0.583 0.233 0.332 -0.441 0.071
H 3.208 -1.582 -0.165 -0.725 -0.144 -1.074 0.228
H 2.847 -2.384 -1.764 -0.006 -0.024 0.426 0.319
H 2.733 -0.079 -4.335 0.615 0.014 -0.036 0.281
H 4.313 0.155 -3.348 -0.620 -0.072 -0.849 0.369
H 3.272 1.529 -3.842 -0.024 -0.687 0.629 0.320
H 4.040 -0.095 0.253 -0.516 0.953 -0.845 0.165
H 3.987 1.604 -0.378 0.389 -0.489 -0.203 0.273
H 4.866 0.248 -1.260 -0.362 0.475 0.185 0.428
O -0.342 -1.199 6.535 -0.431 1.663 -1.053 -0.746
N -0.899 -0.457 5.649 -0.751 -1.409 -0.359 1.016
O -2.052 -0.857 5.258 2.138 1.734 0.410 -0.608
O -0.296 0.573 5.141 -1.241 -2.178 1.260 -0.616

=====

[2]
31
Properties=species:S:1:pos:R:3:forces:R:3:mulliken_charge:R:1 method="wB97M-V/def2-TZVPD" e_lumo_ev=-3.590 gap_ev=9.313 charge=+1
C 4.189 0.815 1.306 1.788 -1.497 -1.706 -0.332
C 3.252 1.231 2.226 -0.524 0.947 -0.382 -0.682
C 3.821 -0.032 0.230 -1.552 0.193 2.100 -0.571
C 1.920 0.914 2.049 -1.320 -0.868 -1.654 -0.355
C 2.504 -0.511 0.129 1.449 -0.299 -2.120 -0.156
C 1.593 0.032 0.976 -1.289 0.210 1.617 0.483
C -2.944 0.187 -0.453 -0.798 2.843 0.103 -0.484
C -2.928 -0.361 0.959 -0.434 -1.344 -0.208 -0.174
C -1.739 1.162 -0.937 -2.100 -1.566 -0.324 -0.907
C -2.834 -1.690 1.102 -0.640 -1.643 1.618 -0.823
C -0.662 0.321 -1.563 3.486 -0.071 1.388 0.408
C -0.875 -0.341 -2.920 0.289 1.689 -0.936 -1.292
O -0.317 -0.857 -0.653 -0.760 -1.290 0.561 -0.359
S -0.117 -0.606 0.897 1.804 1.054 0.305 0.303
H 5.306 1.013 1.334 -1.693 0.244 0.431 0.325
H 3.486 1.989 2.932 0.388 0.201 0.760 0.382
H 4.520 -0.461 -0.412 1.297 -0.241 -0.986 0.437
H 1.057 1.374 2.554 0.838 -0.225 0.279 0.370
H 2.255 -1.213 -0.735 0.135 0.961 1.506 0.296
H -3.213 -0.594 -1.165 0.472 -0.003 0.020 0.381
H -3.810 0.911 -0.497 0.550 -0.891 0.165 0.384
H 0.286 -1.843 1.301 -0.561 0.017 -0.482 0.259
H -3.148 0.236 1.874 0.319 -0.156 -1.057 0.333
H -2.228 1.871 -1.694 1.240 -0.713 1.238 0.417
H -1.332 1.621 -0.027 -0.259 0.591 -0.489 0.297
H -3.008 -2.249 2.085 0.392 1.283 -1.151 0.294
H -2.672 -2.450 0.312 -0.119 1.013 0.017 0.272
H 0.366 0.813 -1.358 -1.578 -0.007 -1.580 0.522
H -1.974 -0.248 -3.083 0.898 -0.484 -0.519 0.312
H -0.464 -1.361 -3.126 -0.533 0.839 0.861 0.320
H -0.291 0.328 -3.641 -1.185 -0.786 0.627 0.340

=====

Calculated E_tot in order - -118802.87211 -25592.22491 eV
Calculated relative energy (zero: lowest compared OMol25 entry of this formula, charge and spin) in order - 157.9 9.1 kcal/mol